(1)
Molecular formula: C8H12Cl2N2O3PrSTm
Method: DFT, ωB97M-V/def2-TZVPD

Calculated values
2S+1 = 5
Orbital gap (alpha / beta) = 4.9 / 5.7 eV
LUMO energy (alpha / beta) = -0.6299 / -0.5980 Ha
Charge = +4

```
30
C8H12Cl2N2O3PrSTm ωB97M-V/def2-TZVPD
Pr 2.9748 4.3024 -2.0105
Tm 0.7807 0.6162 -0.8528
Cl 0.4733 3.3206 -2.0344
Cl 3.1544 0.7569 -1.5582
C 0.8676 -1.3326 -2.3623
C 2.2401 5.5574 -3.8785
C 3.7570 3.5096 -4.1556
O 0.9916 -2.2394 -3.0698
O 1.8959 6.1450 -4.8249
O 4.0109 3.3475 -5.2817
C -0.5234 -3.1827 0.0951
C 0.0159 -2.3670 1.2351
N 0.4548 -0.9908 0.7410
C 0.1996 0.1476 1.5297
S 1.2585 1.4647 1.5165
N -0.9448 0.1529 2.2530
C -2.2596 -0.2759 1.6936
C -3.1290 -0.7090 2.8582
H -1.4171 -2.7355 -0.3545
H -0.7941 -4.1666 0.4929
H 0.2317 -3.3181 -0.6840
H -0.6876 -2.1803 2.0443
H 0.9153 -2.8154 1.6727
H 1.4812 -1.0410 0.5294
H -1.0460 0.9985 2.8054
H -2.7174 0.5652 1.1511
H -2.1157 -1.0787 0.9701
H -3.5179 0.1608 3.3957
H -3.9841 -1.2930 2.5112
H -2.5665 -1.3195 3.5722
```



(2)
Molecular formula: C15H30Br12FN2O2
Method: DFT, ωB97M-V/def2-TZVPD

Calculated values
Orbital gap = 5.4 eV
LUMO energy = 0.0432 Ha
Charge = -1

```
62
C15H30Br12FN2O2 ωB97M-V/def2-TZVPD
N 2.7378 4.7252 -2.8329
C 2.8312 3.3351 -2.3489
N 4.1280 3.0097 -1.7284
C 5.1332 2.6787 -2.6999
F 5.1385 1.2905 -2.8660
C 6.5322 3.0766 -2.1034
O 6.7625 4.2013 -1.5922
O 7.4286 2.2060 -2.2059
H 3.4647 5.3184 -2.4597
H 2.6655 4.7933 -3.8364
H 2.0676 3.2312 -1.5883
H 2.6055 2.6111 -3.1243
H 4.4239 3.7293 -1.0792
H 4.9482 3.0920 -3.7096
Br 2.5241 1.0575 -1.3819
C 1.5032 -0.5610 -0.9606
C 0.2850 -0.7029 -1.8369
Br -1.1462 0.4988 -1.2780
H 1.2579 -0.5146 0.0975
H 2.1910 -1.3880 -1.1359
H -0.1400 -1.7021 -1.7533
H 0.4879 -0.4857 -2.8817
Br -3.6356 2.1478 0.0713
C -4.1071 0.5864 1.1328
C -4.5213 0.9538 2.5323
Br -2.9906 1.3926 3.6456
H -3.2469 -0.0794 1.1042
H -4.9380 0.1256 0.6005
H -4.9938 0.1039 3.0245
H -5.1909 1.8077 2.5673
Br -2.6520 -2.5989 -3.2953
C -3.1671 -4.0191 -2.0712
C -3.5062 -3.4414 -0.7216
Br -1.8976 -2.9558 0.2623
H -2.3504 -4.7335 -2.0394
H -4.0393 -4.4906 -2.5201
H -4.0114 -4.1767 -0.0971
H -4.1183 -2.5469 -0.7908
Br -4.6462 -3.0828 2.7138
C -5.7719 -4.3999 3.5938
C -5.1472 -5.7679 3.5463
Br -5.3338 -6.5757 1.7837
H -6.7442 -4.3597 3.1125
H -5.8649 -4.0562 4.6229
H -5.6586 -6.4459 4.2266
H -4.0866 -5.7569 3.7772
Br 10.6025 4.1637 -5.7289
C 9.6620 2.5153 -5.2749
C 8.4474 2.3181 -6.1405
Br 6.9975 3.4651 -5.5627
H 9.4176 2.5669 -4.2147
H 10.3860 1.7203 -5.4436
H 8.0683 1.3031 -6.0373
H 8.6264 2.5293 -7.1908
Br -4.0501 1.9046 7.1682
C -5.1009 0.3792 7.7625
C -4.3665 -0.9169 7.5420
Br -4.4050 -1.4540 5.6699
H -6.0492 0.4230 7.2359
H -5.2703 0.5466 8.8244
H -4.8537 -1.7282 8.0796
H -3.3223 -0.8669 7.8346
```